Entry 1:
The following is a DFT calculation (the ωB97M-V functional and the def2-TZVPD basis) of a molecular structure, C23H36BF4N5O2PS2W at a distorted geometry.

<S²>: 0.866
spin multiplicity: 2
E_HOMO (spin up / spin down): -0.523 / -0.520 Eh
charge: +2
E_tot: -2951.292310 a.u.
relative energy (zero: lowest compared OMol25 entry of this formula, charge and spin): 3.8 kJ/mol
HOMO-LUMO gap (spin up / spin down): 6.76 / 7.44 eV

```
75
Properties=species:S:1:pos:R:3:lowdin_spin:R:1
W 0.2532 0.1191 0.0888 1.132
S -1.4817 -0.6068 2.0406 0.010
S -1.1865 2.2424 0.4506 0.003
P -2.4232 1.1544 1.6660 0.004
F 1.0604 -3.4647 -1.4962 0.000
F -1.0319 -4.0417 -0.8536 0.000
F -0.0269 -1.8609 0.0435 0.055
F 0.7231 -4.2467 0.5870 0.000
O -2.7242 1.9815 2.9768 0.002
O -3.8528 0.9451 1.0555 0.000
N 1.2908 0.4807 2.1999 0.005
N -1.3759 -0.2016 -1.3320 0.003
N 1.2711 1.2251 -1.1583 -0.123
N -3.2044 -0.9542 -2.2799 0.005
N 2.3367 -1.1355 -0.0636 -0.005
C 1.0293 4.7390 -2.3396 0.002
C -5.0917 1.1362 1.8184 0.000
C -2.3147 -1.1446 -1.3006 0.011
C -2.8442 0.1571 -2.9764 0.001
C 3.8923 -1.2071 1.8895 0.000
C 1.5008 3.3476 0.0082 -0.018
C 3.7976 0.3186 1.9624 0.000
C 1.4768 4.7311 0.0181 0.002
C 3.8774 0.7147 -3.7567 0.004
C 2.6237 0.8593 2.7650 0.001
C 1.2711 2.6439 -1.1771 -0.006
C 3.1846 1.2671 -2.6949 -0.023
C 1.2471 5.4287 -1.1572 -0.022
C 2.0008 0.6731 -2.2388 0.002
C -1.6905 2.5515 3.8019 0.001
C 2.7548 -1.9104 1.1406 0.000
C -6.1697 0.2744 1.2028 0.000
C 1.5377 -0.4929 -2.8650 -0.013
C -2.3240 3.5869 4.7084 0.000
C -1.7162 0.6289 -2.3757 0.003
C 3.4100 -0.4350 -4.3748 -0.027
C 1.0384 3.3573 -2.3557 -0.020
C 2.2430 -1.0349 -3.9248 0.003
B 0.2235 -3.8661 -0.5541 0.000
H -3.3843 0.5146 -3.8303 0.000
H -4.0026 -1.5421 -2.4736 0.000
H -4.9184 0.8590 2.8590 0.000
H 0.6159 1.0846 2.6867 0.002
H 1.0871 -0.4598 2.5667 0.002
H 2.1120 -1.8271 -0.7860 0.002
H 3.1770 -0.6630 -0.4175 0.000
H -0.9404 3.0158 3.1496 0.000
H 2.6946 0.5087 3.8008 0.000
H 1.7291 2.7784 0.9061 0.000
H 3.9427 -0.8511 -5.2135 -0.001
H 2.6948 1.9492 2.7739 0.000
H -1.5520 4.0958 5.2778 0.000
H -2.8616 4.3260 4.1204 0.000
H 0.8481 5.2785 -3.2557 0.000
H -2.3601 -1.9676 -0.6090 0.000
H 1.6469 5.2688 0.9387 0.000
H -1.2395 1.7416 4.3837 0.000
H 0.8740 2.8254 -3.2812 0.000
H 3.9555 -1.6215 2.8966 0.000
H 1.8764 -1.9271 -4.4052 0.001
H -5.3435 2.1969 1.7678 0.000
H -6.3225 0.5335 0.1583 0.000
H -5.9137 -0.7799 1.2733 0.000
H 4.8330 -1.4441 1.3862 0.000
H 1.2460 6.5068 -1.1493 -0.001
H -3.0151 3.1139 5.3996 0.000
H 3.1196 -2.8990 0.8404 0.000
H 4.7819 1.1925 -4.1001 0.001
H 1.8763 -2.0979 1.7710 0.000
H 0.6012 -0.9468 -2.5437 0.003
H -1.1411 1.5066 -2.6077 0.000
H 3.7735 0.7631 0.9620 0.000
H 4.7091 0.6698 2.4501 0.000
H -7.0938 0.4447 1.7517 0.000
H 3.5591 2.1611 -2.2146 0.000
```

=====

Entry 2:
The following is a DFT calculation (the ωB97M-V functional and the def2-TZVPD basis) of C6H10 in the gas phase.

E_HOMO: -0.343 Eh
E_tot: -234.549135 a.u.
SMILES: CCC#CCC
relative energy (zero: lowest compared OMol25 entry of this formula, charge and spin): 140.1 kJ/mol
HOMO-LUMO gap: 10.44 eV

```
16
Properties=species:S:1:pos:R:3:mulliken_charge:R:1
C 1.3469 -0.0959 1.7604 -0.488
C -0.6321 0.8873 0.2893 0.212
C 0.1980 0.5060 1.0769 -0.109
C -1.7850 0.0271 -1.7377 -0.997
C -1.4499 1.2610 -0.8691 -0.430
C 1.8936 -1.2086 0.8539 -1.117
H -2.7929 -0.3453 -1.5328 0.270
H 2.1366 -0.7960 -0.1308 0.304
H -1.0807 -0.7862 -1.5341 0.302
H -0.8512 1.9740 -1.4475 0.233
H 1.1285 -1.9772 0.7059 0.291
H 2.7901 -1.6759 1.2713 0.341
H 1.0694 -0.4925 2.7437 0.289
H -1.7201 0.2667 -2.8026 0.291
H 2.1151 0.6694 1.9277 0.277
H -2.3662 1.7859 -0.5747 0.330
```

=====

Entry 3:
The following is a DFT calculation (the ωB97M-V functional and the def2-TZVPD basis) of a molecular structure, C6H11N5PSr at a distorted geometry.

E_HOMO (spin up / spin down): -0.008 / -0.026 Eh
charge: -1
E_tot: -880.899486 a.u.
relative energy (zero: lowest compared OMol25 entry of this formula, charge and spin): 0.0 kJ/mol
HOMO-LUMO gap (spin up / spin down): 3.53 / 3.73 eV

```
24
Properties=species:S:1:pos:R:3:mulliken_charge:R:1
Sr -0.8589 -0.0212 0.0648 0.583
P -1.8707 -1.7639 -2.1086 -0.047
N 3.2290 -1.2113 2.0640 -1.072
N 1.3933 -0.7079 0.8854 -0.778
N 3.2445 -3.5065 1.5435 -0.592
N 1.6048 -2.0612 0.7425 -0.472
N 2.6984 -2.2739 1.4664 1.271
C -0.3292 2.9318 -0.5502 -0.417
C -2.4648 2.1825 -1.0027 -0.379
C -2.3510 2.3197 0.4141 -0.469
C -1.2168 2.5727 -1.5919 -0.314
C -1.0314 2.7879 0.7068 -0.572
C 2.3621 -0.2673 1.6667 -0.355
H -0.5972 2.9470 1.7104 0.296
H -2.7345 -2.7141 -1.5024 0.059
H 2.3855 0.7781 1.9354 0.455
H 2.6660 -4.1576 1.0214 0.225
H -0.8577 -2.6794 -2.4818 0.056
H -1.0291 2.6153 -2.6614 0.353
H 0.7123 3.2460 -0.6522 0.351
H 4.0511 -3.4750 2.1203 0.223
H -3.1354 2.0995 1.1411 0.267
H -3.3635 1.9068 -1.5543 0.286
H -2.5067 -1.5479 -3.3773 0.043
```

=====

Entry 4:
The following is a DFT calculation (the ωB97M-V functional and the def2-TZVPD basis) of a molecular structure, C25H25Br2CrN4O4S2 at a distorted geometry.

<S²>: 6.044
spin multiplicity: 5
E_HOMO (spin up / spin down): -0.076 / -0.085 Eh
charge: -1
E_tot: -8476.613245 a.u.
HOMO-LUMO gap (spin up / spin down): 4.21 / 4.45 eV

```
63
Properties=species:S:1:pos:R:3:lowdin_spin:R:1
Br -6.7592 -0.1146 -0.9202 -0.001
Br -1.3026 -0.1633 -6.7252 -0.002
Cr -0.1393 -0.2475 -0.1804 3.576
S 4.6890 -0.0938 -0.1574 0.017
S 2.5088 0.2780 -0.2764 0.038
O -0.0794 -0.2747 2.0318 0.022
O 5.1774 1.0415 0.5920 0.013
O 4.7982 -1.3752 0.5097 0.006
O 5.0323 -0.1028 -1.5584 0.007
N -0.0544 2.2894 -0.1640 0.027
N -2.1069 -0.2067 -0.2519 0.013
N -0.3402 -0.2909 -2.1239 -0.009
N 0.3025 -2.2207 0.2084 0.030
C 0.3863 -3.1727 -0.7401 0.030
C -0.0319 -3.9806 1.8026 -0.002
C 2.8845 0.3402 2.4877 0.000
C 2.3876 0.9972 1.3543 0.005
C 2.7733 0.9253 3.7392 0.001
C 0.1002 -2.6481 1.4694 0.029
C -1.6884 -0.2111 -2.5668 0.014
C -4.0568 -0.1013 -1.7593 0.022
C -2.9783 -0.2788 0.7690 0.003
C 0.2748 -4.5177 -0.4858 -0.001
C 0.0663 -4.9521 0.8190 0.029
C -4.3438 -0.2790 0.6402 0.033
C 1.1845 2.9266 0.3078 0.003
C 0.6245 -0.3413 -3.0633 -0.004
C -2.6338 -0.1630 -1.5671 0.022
C 2.1376 2.1482 3.8928 0.001
C -1.1548 2.6827 0.7180 0.004
C 1.7351 2.2335 1.5133 0.002
C 0.4111 -0.3035 -4.4161 0.031
C -4.8676 -0.1647 -0.6800 -0.001
C 0.0522 -1.5970 2.5513 0.006
C -1.9694 -0.1765 -3.9757 0.022
C -0.3303 2.7378 -1.5290 0.003
C 1.6188 2.7908 2.7816 0.000
C -0.9442 -0.2179 -4.8518 -0.006
H 0.3566 -5.2274 -1.2973 0.000
H 3.1912 0.4227 4.6029 0.000
H 1.6440 -0.4102 -2.7012 -0.001
H -0.1952 -4.2591 2.8371 0.000
H -1.2862 2.3327 -1.8611 0.000
H 3.3847 -0.6079 2.3636 0.000
H 2.0567 2.6030 4.8721 0.000
H -4.4681 -0.0037 -2.7530 0.002
H 0.7441 0.2106 2.2198 0.003
H 1.2357 -0.3496 -5.1095 0.003
H 0.4475 2.3723 -2.1989 0.000
H -4.9890 -0.3518 1.5024 0.003
H 0.5510 -2.8026 -1.7446 0.001
H -2.9907 -0.1307 -4.3229 0.002
H 0.9564 -1.6595 3.1623 0.001
H -2.0840 2.2410 0.3647 0.001
H -0.0027 -6.0031 1.0600 0.002
H 1.9270 2.8720 -0.4892 0.000
H -1.2691 3.7775 0.7448 0.000
H 1.1123 3.7419 2.9020 0.000
H -2.5471 -0.3245 1.7651 -0.001
H -0.3659 3.8363 -1.5835 0.001
H 0.9989 3.9867 0.5382 0.001
H -0.9657 2.3247 1.7308 0.000
H -0.8060 -1.7870 3.2002 0.001
```

=====

Entry 5:
The following is a DFT calculation (the ωB97M-V functional and the def2-TZVPD basis) of a molecular structure, C21H30N10O3PSiTi.

<S²>: 2.006
spin multiplicity: 3
E_HOMO (spin up / spin down): -0.353 / -0.398 Eh
charge: +1
E_tot: -3071.803785 a.u.
relative energy (zero: lowest compared OMol25 entry of this formula, charge and spin): 0.0 kJ/mol
HOMO-LUMO gap (spin up / spin down): 7.71 / 8.65 eV

```
67
Properties=species:S:1:pos:R:3:lowdin_spin:R:1
Ti -0.7770 -0.4742 -0.2998 0.914
P 2.9147 -1.3059 -0.4620 0.001
Si -1.0969 3.0034 0.1887 0.002
O -1.9269 -2.0803 -1.0344 0.523
O -1.1733 -1.6143 -1.9909 0.489
O -0.8995 1.4094 0.0373 0.009
N -5.3099 0.0745 -0.0901 0.000
N -2.0882 -0.7787 1.5044 0.007
N 0.4394 -2.5175 0.0929 0.007
N 0.8904 0.1492 -1.7607 0.009
N 3.1095 0.3146 1.8346 0.001
N -3.2616 0.2088 -0.8867 0.008
N -4.0155 -0.9590 2.5263 0.001
N 2.7500 0.0385 -2.9270 0.000
N 2.0640 -3.9676 -0.2346 0.001
N 1.0437 -0.0430 1.1635 0.001
C -1.8881 3.4087 1.8463 0.001
C 1.8804 0.8214 -3.6328 0.001
C -5.4195 0.5106 -1.3870 0.001
C -3.3858 -0.5896 1.3874 0.002
C 0.7327 0.8838 -2.8945 0.003
C 4.5630 0.2829 1.8947 0.000
C 2.3151 -0.2990 0.9206 0.002
C 3.3764 -4.5278 -0.5225 0.000
C 0.9477 -4.6852 0.0903 0.002
C 0.5764 3.8509 0.0844 0.000
C 2.1113 -0.3567 -1.7941 0.001
C -0.0508 -3.7747 0.2842 0.003
C -2.2107 3.6739 -1.1648 0.000
C -3.0603 -1.4101 3.4094 0.000
C -3.9851 -0.0890 0.1657 0.002
C 1.7168 -2.6544 -0.2233 0.004
C 1.0113 0.7604 2.2644 0.001
C -4.1438 0.5721 -1.8644 0.001
C 2.2861 0.9822 2.6992 0.000
C 4.1190 -0.2665 -3.3163 0.000
C -1.8738 -1.2980 2.7564 0.002
H -5.0013 -0.9121 2.7152 0.000
H 0.0820 1.1399 2.6531 0.000
H 4.0951 -4.2402 0.2425 0.000
H -0.8833 -1.5416 3.1004 0.000
H -0.1845 1.4069 -3.1051 0.000
H 2.1518 1.2570 -4.5784 0.000
H 3.7291 -4.1906 -1.4948 0.000
H -3.2111 3.2387 -1.1041 0.000
H 1.2222 3.5227 0.9035 0.000
H 4.8845 0.8797 2.7432 0.000
H 4.9931 0.7035 0.9878 0.000
H -2.1561 4.4663 1.9095 0.000
H 3.2905 -5.6103 -0.5394 0.000
H -1.0853 -3.9487 0.5237 0.001
H 4.2675 0.0667 -4.3394 0.000
H 0.4943 4.9391 0.1388 0.000
H -1.2199 3.1943 2.6842 0.000
H 4.8282 0.2469 -2.6694 0.000
H -3.8111 0.8751 -2.8420 0.000
H -6.0826 -0.0789 0.5334 0.000
H -2.8035 2.8281 1.9917 0.000
H 2.6745 1.5528 3.5246 0.000
H -6.3706 0.7300 -1.8376 0.000
H 0.9602 -5.7596 0.1448 0.000
H -2.3153 4.7592 -1.0902 0.000
H -3.3107 -1.7544 4.3963 0.000
H -1.8124 3.4513 -2.1585 0.000
H 4.2972 -1.3383 -3.2691 0.000
H 1.0767 3.5997 -0.8547 0.000
H 4.9195 -0.7370 2.0248 0.000
```

=====

Entry 6:
The following is a DFT calculation (the ωB97M-V functional and the def2-TZVPD basis) of 4 unconnected molecules or ions with the total composition C2H13NO4 at a distorted geometry.

E_HOMO: -0.323 Eh
E_tot: -439.660631 a.u.
SMILES: CNCO.O.O.O
relative energy (zero: lowest compared OMol25 entry of this formula, charge and spin): 163.2 kJ/mol
HOMO-LUMO gap: 9.41 eV

```
20
Properties=species:S:1:pos:R:3:mulliken_charge:R:1
O -2.4382 -2.6047 1.6646 -0.624
O 2.1683 -1.0004 0.5057 -0.543
O -1.4430 1.6524 0.5762 -0.617
O -2.0785 0.0816 -2.0807 -0.627
N 1.4158 1.1681 -0.0950 -0.236
C 1.2678 0.5729 -1.4223 -0.901
C 1.9325 0.3639 0.9660 -0.302
H 1.4170 2.1787 -0.0305 0.250
H -2.3310 -2.9407 0.7705 0.318
H -1.8895 1.5251 1.4241 0.313
H 0.6376 1.2106 -2.0457 0.375
H -0.5253 1.5242 0.8702 0.311
H -1.6334 0.7659 -1.5704 0.327
H 0.7922 -0.3956 -1.3170 0.196
H 2.8998 0.6196 1.4118 0.369
H -1.4297 -0.6140 -2.2006 0.308
H 1.2279 0.2058 1.7807 0.192
H 3.1362 -1.0841 0.4664 0.312
H -3.2653 -2.8981 2.0496 0.309
H 2.2237 0.5316 -1.9475 0.270
```

=====

Entry 7:
The following is a DFT calculation (the ωB97M-V functional and the def2-TZVPD basis) of C21H26N2O5 in the gas phase.

E_HOMO: -0.312 Eh
E_tot: -1301.599775 a.u.
SMILES: CCCCc1cc(=O)oc2cc(OCC(=O)N3CCC(C(N)=O)CC3)ccc12
relative energy (zero: lowest compared OMol25 entry of this formula, charge and spin): 79.2 kJ/mol
HOMO-LUMO gap: 8.62 eV

```
54
Properties=species:S:1:pos:R:3:mulliken_charge:R:1
O 1.8972 -1.5798 -1.5360 -0.522
O -1.3378 -2.1784 1.9032 -0.482
O 3.3346 -1.3148 -3.1970 -0.639
O -4.5497 2.5609 0.5543 -0.632
O -2.7094 -2.7715 -1.2714 -0.675
N -3.7555 3.6725 -1.2218 -0.358
N -3.1018 -0.8853 -0.1124 0.105
C -2.6910 -2.1586 -0.2176 0.795
C -3.1566 -0.0600 1.0722 -1.024
C 1.9010 -0.6131 1.9926 -0.451
C 0.6760 -1.1023 2.3604 -1.187
C -2.3811 1.9050 -0.3248 0.056
C -2.2186 -2.8840 1.0520 -0.699
C 3.9697 -0.4596 -1.0903 -0.262
C -3.6706 2.7235 -0.2613 0.107
C 4.1676 2.7775 0.0480 -0.238
C 0.3011 -1.9182 0.1250 -0.071
C 3.0972 -1.1317 -2.0289 0.062
C 1.5441 -1.4071 -0.2455 -0.507
C -2.4093 0.9578 -1.5342 -0.665
C 4.5599 0.5022 1.1188 -1.431
C -2.1609 1.0982 0.9594 -0.347
C 2.3700 -0.7415 0.6765 0.805
C 3.6411 -0.2506 0.2054 0.832
C 3.7173 4.2140 0.2836 -1.372
C -0.1431 -1.7595 1.4269 0.520
C -3.4358 -0.1523 -1.3168 -1.095
C 4.0895 1.9497 1.3281 -0.503
H -4.5775 4.2524 -1.2576 0.260
H -2.6503 1.5010 -2.4490 0.495
H 3.0608 1.9540 1.6943 0.369
H 4.3468 4.6946 1.0296 0.337
H -1.4218 0.5065 -1.6561 0.256
H 5.5611 0.5171 0.6851 0.454
H 4.9087 -0.1204 -1.4986 0.424
H -2.9457 -0.6459 1.9638 0.488
H -2.2838 1.7484 1.8261 0.471
H -0.2772 -2.4226 -0.6311 0.699
H -3.0231 3.8360 -1.8884 0.202
H 5.1954 2.7769 -0.3211 0.276
H 4.7192 2.4124 2.0913 0.427
H 2.5126 -0.1226 2.7321 0.384
H -1.5523 2.6122 -0.4452 0.500
H 3.7779 4.7888 -0.6372 0.397
H -3.4301 -0.8555 -2.1510 0.471
H -3.0883 -3.1177 1.6739 0.347
H -4.1659 0.3559 1.1529 0.481
H -1.7638 -3.8251 0.7196 0.375
H -4.4379 0.2738 -1.2056 0.418
H 2.6887 4.2394 0.6376 0.309
H 0.3130 -0.9981 3.3702 0.455
H 4.6175 -0.0033 2.0843 0.451
H 3.5398 2.3213 -0.7204 0.273
H -1.1412 0.7058 0.9607 -0.139
```

=====

Entry 8:
The following is a DFT calculation (the ωB97M-V functional and the def2-TZVPD basis) of a gas-phase ion, C3H2NOS2 (charge -1) at a distorted geometry.

E_HOMO: -0.158 Eh
charge: -1
E_tot: -1041.905546 a.u.
SMILES: [O-]C(=S)/C=N\C=S
relative energy (zero: lowest compared OMol25 entry of this formula, charge and spin): 207.6 kJ/mol
HOMO-LUMO gap: 7.48 eV

```
9
Properties=species:S:1:pos:R:3:mulliken_charge:R:1
S -3.0945 -0.3149 -0.1731 -0.503
S 3.0184 0.7300 -0.2584 -0.414
O -1.3305 1.5332 0.6323 -0.603
N 0.7057 -0.4242 -0.3158 -0.159
C -0.5287 -0.3711 -0.5807 -0.152
C 1.7328 -0.0725 0.3866 -0.060
C -1.5879 0.5100 0.0062 0.340
H -0.7119 -1.2609 -1.2705 0.320
H 1.7966 -0.3296 1.5734 0.230
```